Entry 1:
Below is a structure of composition C32H32N2SSiV, with properties calculated with ωB97M-V with the def2-TZVPD basis set.

```
69
Properties=species:S:1:pos:R:3:forces:R:3
V -0.468 -0.829 -0.529 0.1 0.4 -0.5
C 1.527 -1.167 -0.604 0.1 -0.1 0.1
Si 2.166 0.532 0.134 -0.1 0.0 0.0
C 1.002 1.743 -0.733 0.1 0.1 0.1
N -0.427 1.326 -0.615 -0.1 -0.4 0.0
C -1.299 2.179 -1.484 0.0 0.1 0.0
C -1.702 3.456 -0.760 0.0 -0.1 0.0
C -2.628 3.130 0.424 0.0 0.0 0.0
C -2.332 1.729 0.986 0.0 0.1 -0.1
C -0.862 1.393 0.815 -0.2 0.0 0.1
C 2.035 0.475 1.971 -0.1 -0.1 0.1
C 2.446 1.581 2.724 0.0 0.0 0.0
C 2.325 1.577 4.105 0.0 0.0 0.0
C 1.796 0.468 4.754 0.0 0.0 0.0
C 1.395 -0.643 4.025 0.0 0.0 -0.1
C 1.517 -0.639 2.641 0.0 0.1 0.1
C 3.876 0.649 -0.512 0.1 0.0 0.0
C 4.917 0.205 0.316 0.0 0.0 -0.1
C 6.230 0.267 -0.121 0.0 0.0 0.0
C 6.515 0.761 -1.386 0.0 0.0 0.0
C 5.492 1.196 -2.221 0.0 0.0 0.0
C 4.178 1.135 -1.792 0.0 0.0 0.0
H 2.004 -1.998 -0.084 -0.1 0.0 0.0
H 1.883 -1.189 -1.636 0.0 0.0 0.0
H 1.268 1.735 -1.792 -0.1 0.0 0.0
H 1.126 2.770 -0.375 -0.1 0.0 0.0
H -2.184 1.613 -1.749 0.0 0.0 0.0
H -0.742 2.385 -2.396 0.0 0.0 0.0
H -2.193 4.121 -1.469 0.0 0.0 0.0
H -0.806 3.981 -0.422 0.0 0.0 0.0
H -3.670 3.168 0.106 0.0 0.0 0.0
H -2.510 3.882 1.204 0.0 0.0 0.0
H -2.954 0.985 0.487 0.0 0.0 0.0
H -2.568 1.672 2.048 0.0 0.0 0.0
H -0.614 0.430 1.321 0.0 0.0 0.0
H -0.252 2.122 1.354 0.1 -0.1 0.0
H 2.874 2.450 2.234 0.0 0.0 0.0
H 2.649 2.436 4.677 0.0 0.0 0.0
H 1.709 0.463 5.832 0.0 0.0 0.0
H 1.004 -1.514 4.534 0.0 0.0 0.0
H 1.228 -1.530 2.090 0.0 0.0 0.0
H 4.702 -0.170 1.310 0.0 0.0 0.0
H 7.031 -0.068 0.525 0.0 0.0 0.0
H 7.541 0.810 -1.726 0.0 0.0 0.0
H 5.723 1.585 -3.203 0.0 0.0 0.0
H 3.393 1.476 -2.457 0.0 0.0 0.0
S -3.768 -2.882 0.472 -0.1 0.1 0.0
C -4.607 -1.484 -0.140 0.1 0.0 0.0
C -5.936 -1.136 0.072 0.0 0.0 0.0
C -6.430 -0.045 -0.613 0.0 0.0 0.0
C -5.628 0.655 -1.523 0.0 0.0 0.0
C -4.306 0.313 -1.724 0.0 0.0 0.0
C -3.773 -0.744 -0.986 0.0 -0.1 0.0
N -2.470 -1.257 -1.064 0.0 -0.1 0.3
C -2.384 -2.416 -0.414 -0.1 0.1 0.0
C -1.191 -3.225 -0.624 0.2 0.2 -0.1
C -1.115 -4.583 -0.266 0.0 0.0 0.0
C -0.143 -5.358 -0.850 0.0 0.0 0.0
C 0.738 -4.799 -1.788 0.0 -0.1 0.0
C 0.722 -3.448 -2.069 -0.1 0.1 0.0
C -0.218 -2.627 -1.450 0.0 0.0 0.1
H -6.567 -1.715 0.733 0.0 0.0 0.0
H -7.462 0.248 -0.478 0.0 0.0 0.0
H -6.058 1.461 -2.101 0.0 0.0 0.0
H -3.722 0.809 -2.485 0.0 0.0 0.0
H -1.855 -5.022 0.392 0.0 0.0 0.0
H -0.085 -6.413 -0.620 0.0 0.0 0.0
H 1.464 -5.436 -2.278 0.0 0.0 0.0
H 1.458 -3.037 -2.750 0.0 0.0 0.0
```
Forces are in eV/Å.

Maximum force in eV/A: 0.6
HOMO energy (spin up / spin down) in eV: -14.3 / -14.3
Charge: +2
Spin multiplicity: 2
Molar mass in g/mol: 555.719
⟨S²⟩: 1.16
Energy in hartree: -2979.1958
Frontier orbital gap (spin up / spin down) in eV: 6.151 / 6.930

Okay, here come the natural (NBO) numbers, in e, for every atom: 1.411 -1.018 1.703 -0.698 -0.490 -0.220 -0.427 -0.405 -0.421 -0.248 -0.575 -0.127 -0.205 -0.170 -0.188 -0.216 -0.571 -0.162 -0.198 -0.146 -0.220 -0.114 0.276 0.274 0.246 0.249 0.211 0.230 0.252 0.212 0.230 0.234 0.208 0.251 0.196 0.252 0.215 0.239 0.240 0.233 0.199 0.225 0.238 0.239 0.236 0.196 0.552 -0.234 -0.183 -0.171 -0.166 -0.243 0.159 -0.549 0.038 -0.228 -0.147 -0.173 -0.127 -0.259 -0.088 0.249 0.248 0.243 0.232 0.240 0.250 0.247 0.235

Entry 2:
Below is a structure of composition C32H32N8O2S6Ti at a distorted geometry, with properties calculated with ωB97M-V with the def2-TZVPD basis set.

```
81
Properties=species:S:1:pos:R:3:forces:R:3
Ti 0.757 -0.321 -1.050 -0.2 1.0 0.8
S 0.548 5.950 2.784 0.1 0.0 0.0
C 0.914 4.495 2.123 -0.1 0.0 0.0
S 0.839 2.994 2.961 0.0 -0.1 0.2
C 1.281 1.965 1.623 0.0 -0.1 -0.1
C 1.542 2.562 0.439 0.0 -0.1 -0.2
S 2.021 1.829 -1.071 0.0 0.1 0.1
S 1.377 4.293 0.465 0.1 0.2 -0.2
S 1.173 0.239 1.784 -0.1 0.1 -0.1
N -2.456 -2.121 0.784 0.0 0.0 0.0
N -1.773 -3.288 0.447 -0.1 0.0 0.0
C -0.528 -3.312 -0.075 0.2 0.0 0.1
N 0.013 -4.510 -0.377 0.0 -0.1 -0.1
N 0.132 -2.185 -0.197 0.2 -0.1 -0.2
N 1.291 -2.150 -1.056 0.4 -1.1 -0.6
O 1.673 -3.165 -1.796 -0.1 0.6 0.5
O 2.233 -1.347 -0.439 0.2 -0.7 0.0
H -2.378 -1.450 0.025 0.0 0.0 0.0
H -2.010 -1.705 1.595 0.0 0.0 0.0
H -2.291 -4.144 0.530 0.0 0.0 0.0
H -0.623 -5.277 -0.520 0.0 0.0 0.0
H 0.817 -4.395 -1.025 -0.1 0.0 0.1
C -1.750 -0.046 -7.210 0.0 0.0 0.0
C -1.533 1.415 -6.922 0.0 0.0 0.0
C -2.064 2.406 -7.740 0.0 0.0 0.0
C -1.872 3.753 -7.465 0.0 0.0 0.0
C -1.113 4.132 -6.367 0.0 0.0 0.0
C -0.554 3.161 -5.549 0.1 0.1 0.0
C -0.783 1.817 -5.814 0.0 -0.2 0.0
N -0.220 0.804 -4.990 0.1 0.2 -0.2
C -0.300 0.708 -3.642 0.0 -0.4 0.3
N -1.078 1.592 -3.018 0.1 0.1 0.3
C -1.480 1.681 -1.647 0.0 0.0 -0.3
C -1.016 0.792 -0.674 -0.5 0.3 0.2
C -1.583 0.991 0.596 0.0 -0.1 0.0
C -2.476 2.006 0.894 0.0 0.0 -0.1
C -2.856 2.887 -0.106 0.0 0.0 0.0
C -2.375 2.733 -1.395 0.0 0.0 0.0
C -2.793 3.694 -2.481 0.0 0.0 0.0
N 0.344 -0.279 -3.009 0.0 0.1 -0.8
C 0.990 -1.247 -3.881 -0.3 0.2 0.2
C 0.221 -2.301 -4.355 -0.1 -0.1 0.0
C 0.772 -3.265 -5.178 0.1 0.0 0.0
C 2.114 -3.171 -5.522 0.0 0.0 0.0
C 2.871 -2.110 -5.052 0.0 0.0 0.0
C 2.328 -1.123 -4.231 0.2 0.0 0.0
C 3.191 0.001 -3.726 0.0 0.0 0.0
H -2.408 -0.172 -8.068 0.0 0.0 0.0
H -2.195 -0.558 -6.355 0.0 0.0 0.0
H -0.812 -0.562 -7.438 0.0 0.0 0.0
H -2.649 2.110 -8.604 0.0 0.0 0.0
H -2.306 4.503 -8.113 0.0 0.0 0.0
H -0.938 5.179 -6.154 0.0 0.0 0.0
H 0.082 3.444 -4.717 0.0 0.0 0.0
H 0.233 0.020 -5.439 0.0 0.1 0.0
H -1.523 2.252 -3.634 0.0 0.0 0.0
H -1.302 0.331 1.409 0.0 0.0 0.0
H -2.853 2.125 1.902 0.0 0.0 0.0
H -3.534 3.705 0.112 0.0 0.0 0.0
H -3.478 4.440 -2.082 0.0 0.0 0.0
H -3.310 3.194 -3.308 0.0 0.0 0.0
H -1.938 4.233 -2.903 0.0 0.0 0.0
H -0.817 -2.362 -4.048 0.0 0.0 0.0
H 0.166 -4.088 -5.534 0.0 0.0 0.0
H 2.571 -3.922 -6.154 0.0 0.0 0.0
H 3.918 -2.037 -5.322 0.0 0.0 0.0
H 4.087 0.094 -4.340 0.0 0.0 0.0
H 3.510 -0.182 -2.697 0.0 0.0 0.0
H 2.669 0.959 -3.741 0.0 0.0 0.0
S 3.123 -0.277 2.362 -0.1 0.0 0.0
C 2.681 -1.937 2.816 0.0 -0.2 0.0
C 1.999 -2.190 4.004 0.0 0.0 0.0
C 1.650 -3.490 4.336 0.0 0.0 0.0
C 1.990 -4.539 3.489 0.0 0.0 0.0
C 2.674 -4.287 2.308 0.0 0.0 0.0
C 3.014 -2.985 1.963 0.0 0.0 0.0
H 1.745 -1.364 4.657 0.0 0.0 0.0
H 1.117 -3.685 5.259 0.0 0.0 0.0
H 1.722 -5.554 3.753 0.0 0.0 0.0
H 2.927 -5.100 1.640 0.0 0.0 0.0
H 3.505 -2.769 1.024 0.0 0.0 0.0
```
Forces are in eV/Å.

Maximum force in eV/A: 1.3
HOMO energy in eV: -7.4
Spin multiplicity: 1
Molar mass in g/mol: 800.931
Energy relative to the best compared isomer or geometry (same formula, charge and spin) in eV: 0.4634
Energy in hartree: -5065.7204
Frontier orbital gap in eV: 7.493

Okay, here come the natural (NBO) numbers, in e, for every atom: 1.515 -0.065 -0.577 0.489 -0.505 -0.311 -0.199 0.489 0.251 -0.624 -0.436 0.618 -0.811 -0.530 0.192 -0.628 -0.594 0.375 0.355 0.385 0.382 0.452 -0.636 -0.025 -0.186 -0.204 -0.222 -0.188 0.104 -0.611 0.700 -0.596 0.211 -0.510 -0.216 -0.230 -0.190 -0.069 -0.647 -0.711 0.101 -0.204 -0.212 -0.199 -0.184 -0.007 -0.637 0.226 0.227 0.222 0.215 0.221 0.224 0.225 0.440 0.429 0.196 0.218 0.211 0.234 0.211 0.217 0.217 0.215 0.216 0.213 0.223 0.251 0.223 0.176 -0.205 -0.206 -0.219 -0.222 -0.149 -0.218 0.225 0.215 0.212 0.209 0.250